# 1
{
  "formula": "C5H11NO",
  "method": "ωB97M-V/def2-TZVPD",
  "e_lumo_ha": -0.053,
  "homo_energy_ev": -9.103,
  "symbols": ["O", "C", "N", "C", "C", "C", "C", "H", "H", "H", "H", "H", "H", "H", "H", "H", "H", "H"],
  "positions_angstrom": [[-0.56131, -1.20979, 1.97749], [-0.76502, -0.29555, 1.16097], [-0.74025, 1.35421, 0.77213], [0.40599, 0.62271, 0.61448], [0.84137, 0.13243, -0.80577], [0.14065, 1.06514, -1.82661], [0.76878, -1.41979, -0.98654], [-1.77887, -0.38512, 0.75572], [-1.81334, 0.57617, 3.46336], [1.23641, 0.61688, 1.36048], [-1.75338, 0.14119, 4.06480], [1.92569, 0.25448, -0.88814], [0.67200, 1.13321, -2.79962], [-0.79197, 0.63040, -2.18324], [0.11940, 2.08119, -1.48265], [1.01957, -1.79901, 0.01077], [1.29465, -1.69872, -1.91721], [-0.22037, -1.80002, -1.29044]]
}

***

# 2
{
  "formula": "C6H12O",
  "method": "ωB97M-V/def2-TZVPD",
  "e_lumo_ha": 0.035,
  "smiles": "C[C@H]1OCC1(C)C",
  "homo_energy_ev": -9.556,
  "symbols": ["C", "C", "O", "C", "C", "C", "C", "H", "H", "H", "H", "H", "H", "H", "H", "H", "H", "H", "H"],
  "positions_angstrom": [[-2.12013, -0.27819, 0.26343], [-0.69592, -0.50058, 0.73536], [-0.25781, -1.83631, 0.41398], [0.65184, -1.33805, -0.57373], [0.48447, 0.11000, -0.07127], [1.63838, 0.50984, 0.84120], [0.20591, 1.22471, -1.07110], [-2.78836, -0.93627, 0.83127], [-2.43670, 0.75931, 0.42166], [-2.23231, -0.52298, -0.79909], [-0.63068, -0.31771, 1.81849], [0.28790, -1.51585, -1.59500], [1.64910, -1.78253, -0.46911], [1.44227, 1.47494, 1.32486], [2.56554, 0.60925, 0.26701], [1.80145, -0.23828, 1.62233], [-0.00302, 2.16011, -0.53290], [-0.64802, 1.01617, -1.72318], [1.08608, 1.40240, -1.70422]]
}

***

# 3
{
  "formula": "H2IO2PS",
  "method": "ωB97M-V/def2-TZVPD",
  "e_lumo_ha": -0.020,
  "smiles": "OP(O)(=S)I",
  "homo_energy_ev": -9.456,
  "symbols": ["O", "O", "P", "S", "I", "H", "H"],
  "positions_angstrom": [[0.75711, 0.41845, -1.03716], [0.39207, -0.63688, 1.25922], [-0.37380, 0.12581, 0.13463], [-1.35356, 1.63340, 0.85570], [-1.59555, -1.71194, -1.10708], [1.09669, 1.39219, -0.97395], [1.07705, -1.22103, 0.86864]]
}

***

# 4
{
  "formula": "C2H12O3S2",
  "method": "ωB97M-V/def2-TZVPD",
  "e_lumo_ha": [0.107, 0.106],
  "total_charge": -1,
  "homo_energy_ev": [-0.902, -2.724],
  "multiplicity": 2,
  "symbols": ["C", "C", "S", "S", "H", "H", "H", "H", "H", "H", "H", "H", "O", "H", "H", "O", "H", "H", "O"],
  "positions_angstrom": [[-1.24496, 1.03098, 2.92539], [-1.50180, -0.29904, 2.20459], [-0.52361, -0.62186, 0.72121], [-0.48871, -3.00373, 0.93426], [-1.67278, 1.94000, 2.51166], [-1.58267, 1.01239, 3.97404], [-0.16595, 1.11547, 3.10745], [-1.50408, -1.12341, 2.91906], [-2.51772, -0.13968, 1.82836], [-0.30970, -3.13070, -0.38280], [5.75110, 1.16487, 2.02932], [6.02376, -0.31110, 2.32321], [5.66073, 0.49002, 2.70642], [1.73490, 1.60027, -4.78852], [1.00687, 0.54321, -5.68116], [1.70528, 0.68585, -5.06966], [-3.32291, -0.31029, -3.33340], [-3.93511, -0.47364, -4.66477], [-3.11264, -0.16961, -4.26466]]
}

***

# 5
{
  "formula": "C22H31N2O3",
  "method": "ωB97M-V/def2-TZVPD",
  "e_lumo_ha": -0.077,
  "smiles": "COc1ccccc1N1CC[NH+](C[C@H](O)COc2ccc(C)c(C)c2)CC1",
  "total_charge": 1,
  "homo_energy_ev": -10.489,
  "symbols": ["C", "H", "H", "H", "O", "C", "C", "C", "C", "C", "C", "N", "C", "C", "N", "C", "H", "H", "C", "O", "H", "C", "O", "C", "C", "C", "C", "C", "C", "H", "C", "H", "H", "H", "C", "H", "H", "H", "H", "H", "H", "H", "H", "C", "C", "H", "H", "H", "H", "H", "H", "H", "H", "H", "H", "H", "H", "H"],
  "positions_angstrom": [[-2.34325, -3.00100, -4.42069], [-3.34173, -2.68054, -4.73153], [-2.43255, -3.86701, -3.76570], [-1.75607, -3.27532, -5.30049], [-1.69475, -2.00974, -3.65407], [-1.34360, -0.82847, -4.27097], [-1.73961, -0.49856, -5.56019], [-1.40004, 0.72001, -6.12081], [-0.64687, 1.62585, -5.39901], [-0.22879, 1.29783, -4.12416], [-0.56345, 0.08158, -3.53531], [-0.07141, -0.16092, -2.23932], [0.25636, -1.46770, -1.74931], [-0.83958, -2.05603, -0.84573], [-1.13016, -1.11159, 0.25288], [-2.10130, -1.64331, 1.23916], [-3.10449, -1.30137, 0.97647], [-2.08237, -2.73350, 1.21186], [-1.75743, -1.17899, 2.66253], [-1.84885, 0.22567, 2.67852], [-1.73258, 0.55963, 3.57481], [-0.35172, -1.66689, 3.08196], [0.64645, -1.11461, 2.23518], [1.47096, -0.13440, 2.81561], [2.42266, -0.49593, 3.75322], [3.24920, 0.48123, 4.27700], [3.14434, 1.80856, 3.88390], [2.17264, 2.16579, 2.94140], [1.33947, 1.18650, 2.41979], [0.57466, 1.45962, 1.70712], [2.02407, 3.58656, 2.50010], [1.21198, 3.69293, 1.78570], [2.94414, 3.93765, 2.03505], [1.82350, 4.23303, 3.35311], [4.05651, 2.84113, 4.46276], [4.62885, 3.32984, 3.67556], [4.75035, 2.39299, 5.16797], [3.48569, 3.61156, 4.97963], [3.99543, 0.20145, 5.00488], [2.51958, -1.52632, 4.05916], [-0.30508, -2.75792, 2.99853], [-0.15897, -1.39163, 4.12333], [-2.49161, -1.62853, 3.34787], [-1.53601, 0.19580, -0.30816], [-0.39412, 0.74856, -1.17492], [-0.69690, 1.71032, -1.58699], [0.49597, 0.90022, -0.54946], [-1.77066, 0.87059, 0.51552], [-2.42647, 0.04656, -0.92366], [-0.24355, -0.96085, 0.80114], [-0.50131, -3.00451, -0.42740], [-1.74861, -2.21216, -1.42867], [0.43243, -2.14101, -2.58527], [1.18493, -1.39069, -1.16558], [0.38803, 1.98695, -3.56787], [-0.37217, 2.57580, -5.82864], [-1.72713, 0.95286, -7.12147], [-2.33501, -1.18758, -6.13637]]
}

***

# 6
{
  "formula": "C7H12O",
  "method": "ωB97M-V/def2-TZVPD",
  "e_lumo_ha": 0.034,
  "smiles": "C[C@@H]1C=C[C@](C)(O)C1",
  "homo_energy_ev": -9.451,
  "symbols": ["C", "C", "C", "C", "C", "C", "C", "O", "H", "H", "H", "H", "H", "H", "H", "H", "H", "H", "H", "H"],
  "positions_angstrom": [[-0.62675, -1.28876, -0.17217], [0.60837, -1.28658, 0.15582], [-0.08391, 0.98839, 0.43276], [-1.22981, 0.10794, -0.35504], [1.21637, 0.11610, 0.17973], [-2.57700, 0.27801, 0.42303], [1.82611, 0.28799, -1.24813], [2.11719, 0.30236, 1.23541], [-1.24339, -2.19739, 0.00557], [1.02330, -2.17837, 0.59347], [0.06478, 2.03544, 0.09720], [-0.14020, 1.04076, 1.53211], [-1.19878, 0.46810, -1.42462], [-2.49316, -0.33785, 1.36182], [-3.39225, -0.19620, -0.09762], [-2.69589, 1.36031, 0.50296], [2.51956, 1.17264, -1.26477], [0.99778, 0.35958, -1.91481], [2.43925, -0.63505, -1.42010], [2.86844, -0.39743, 1.37740]]
}

***

# 7
{
  "formula": "C22H25N3O2S2",
  "method": "ωB97M-V/def2-TZVPD",
  "e_lumo_ha": 0.013,
  "smiles": "O=C(CSc1cn(CCNC(=O)c2cccs2)c2ccccc12)NC1CCCC1",
  "homo_energy_ev": -7.760,
  "symbols": ["O", "C", "N", "H", "C", "C", "C", "C", "H", "H", "C", "H", "H", "H", "H", "H", "H", "H", "C", "H", "H", "S", "C", "C", "N", "C", "C", "C", "C", "C", "C", "H", "H", "H", "H", "C", "H", "H", "C", "N", "C", "O", "C", "C", "C", "C", "S", "H", "H", "H", "H", "H", "H", "H"],
  "positions_angstrom": [[-2.95653, -1.51573, -1.29736], [-1.76993, -1.33906, -1.50611], [-0.78918, -1.74897, -0.69823], [0.17163, -1.57875, -0.95902], [-1.01680, -2.52770, 0.49892], [-0.21271, -1.97505, 1.68035], [1.13816, -2.71350, 1.66049], [1.02185, -3.80068, 0.58034], [1.51675, -3.48082, -0.33746], [1.48004, -4.73829, 0.89200], [-0.47785, -3.95221, 0.33340], [-0.92544, -4.59300, 1.09360], [-0.70722, -4.36505, -0.64804], [1.33738, -3.16160, 2.63361], [1.95562, -2.02857, 1.44015], [-0.09100, -0.89541, 1.60954], [-0.74681, -2.19190, 2.60537], [-2.09631, -2.50727, 0.66812], [-1.34209, -0.58429, -2.76264], [-1.84316, -1.04130, -3.61704], [-1.67576, 0.45111, -2.68892], [0.43416, -0.60253, -3.15842], [1.05184, 0.60699, -2.03050], [0.65373, 1.90812, -1.91168], [1.41110, 2.54677, -0.97118], [2.30947, 1.65156, -0.45359], [3.28342, 1.80701, 0.52530], [4.06939, 0.71584, 0.82573], [3.90648, -0.50642, 0.16795], [2.94473, -0.67052, -0.80248], [2.12743, 0.41355, -1.11361], [2.82708, -1.60831, -1.32548], [4.55045, -1.33299, 0.43017], [4.83182, 0.80483, 1.58516], [3.42391, 2.74729, 1.03693], [1.18685, 3.88391, -0.50304], [0.67409, 4.44485, -1.28999], [2.14702, 4.36517, -0.29826], [0.33213, 3.87918, 0.77779], [-0.92378, 3.21137, 0.56420], [-1.14454, 1.94819, 1.01563], [-0.34047, 1.35017, 1.70759], [-2.44424, 1.37695, 0.64942], [-3.08671, 0.35554, 1.29219], [-4.33380, 0.04037, 0.72104], [-4.62488, 0.80965, -0.35838], [-3.38791, 1.94514, -0.69572], [-5.48498, 0.77273, -0.99609], [-4.98071, -0.73652, 1.08381], [-2.66561, -0.13570, 2.15007], [-1.60307, 3.64390, -0.04208], [0.16083, 4.90563, 1.11366], [0.84766, 3.31550, 1.55993], [-0.12356, 2.43085, -2.43711]]
}

***

# 8
{
  "formula": "C4H10N2OS",
  "method": "ωB97M-V/def2-TZVPD",
  "e_lumo_ha": 0.027,
  "smiles": "CN/N=C\\OCSC",
  "homo_energy_ev": -8.176,
  "symbols": ["C", "C", "C", "C", "H", "H", "H", "H", "H", "H", "H", "H", "H", "H", "N", "N", "O", "S"],
  "positions_angstrom": [[-0.44135, 2.59277, 2.69663], [-0.09696, -0.43248, 1.01479], [1.07725, -1.21268, -0.92136], [-1.42105, -1.25782, -1.86314], [-1.68263, 2.72689, 2.31625], [-0.37957, 2.19675, 3.80938], [-0.07325, 3.60006, 2.66174], [0.64670, 1.59781, 1.07547], [-0.49266, -1.36783, 0.89324], [0.73879, -2.32164, -0.72930], [2.19191, -1.41392, -0.96668], [-1.41144, -2.37468, -2.13107], [-2.13492, -0.65055, -2.65133], [-1.71524, -0.99121, -0.85739], [0.32561, 1.52738, 2.02189], [-0.43757, 0.40637, 1.91093], [1.00212, -0.35614, 0.29344], [0.14823, -0.61422, -2.42869]]
}